(1)
{"formula": "C6H13O", "method": "ωB97M-V/def2-TZVPD", "homo_energy_ev": -2.1253, "smiles": "CCCCCC[O-]", "energy_ev": -8479.734, "charge": -1, "spin_multiplicity": 1, "fmax_ev_per_a": 1.13, "homo_lumo_gap_ha": 0.2132, "species": ["C", "C", "C", "C", "C", "C", "O", "H", "H", "H", "H", "H", "H", "H", "H", "H", "H", "H", "H", "H"], "positions_angstrom": [[0.0820, -0.7431, -2.3486], [-0.9246, -0.2871, -1.3021], [-0.4926, 0.9696, -0.5428], [0.7686, 0.7520, 0.3051], [0.7697, -0.3771, 1.3128], [-0.1685, -0.1148, 2.5637], [0.2757, -0.6319, 3.6926], [-0.3209, -1.5491, -2.9604], [0.2758, 0.1226, -2.9984], [1.0178, -1.0600, -1.8990], [-1.8644, -0.0937, -1.8311], [-1.1516, -1.0963, -0.6016], [-1.3393, 1.3276, 0.0350], [-0.2514, 1.7320, -1.2915], [1.0000, 1.6813, 0.8477], [1.5949, 0.6832, -0.4052], [0.5039, -1.3592, 0.9194], [1.7677, -0.4439, 1.7614], [-0.3605, 1.0018, 2.5059], [-1.1823, -0.5139, 2.2370]], "forces_ev_per_angstrom": [[-0.131, 0.492, -0.015], [-0.349, -0.159, -0.013], [0.198, -0.487, -0.191], [0.056, 0.502, -0.314], [-0.116, 0.216, 0.911], [-0.374, -0.161, -1.050], [0.132, 0.074, 0.396], [0.060, -0.099, -0.036], [0.184, -0.273, -0.061], [0.138, -0.076, 0.008], [-0.065, 0.129, 0.079], [0.116, 0.071, 0.043], [-0.023, 0.075, 0.306], [-0.144, 0.182, 0.001], [-0.232, -0.092, 0.027], [0.237, -0.314, -0.113], [0.169, -0.053, -0.313], [-0.028, -0.117, -0.120], [0.207, 0.113, 0.439], [-0.034, -0.022, 0.016]]}

(2)
{"formula": "C6H35NO12", "method": "ωB97M-V/def2-TZVPD", "homo_energy_ev": -9.0569, "energy_ev": -32848.395, "charge": 0, "spin_multiplicity": 1, "fmax_ev_per_a": 4.88, "homo_lumo_gap_ha": 0.3304, "species": ["C", "C", "C", "C", "C", "C", "N", "H", "H", "H", "H", "H", "H", "H", "H", "H", "H", "H", "H", "H", "O", "H", "H", "O", "H", "H", "O", "H", "H", "O", "H", "H", "O", "H", "H", "O", "H", "H", "O", "H", "H", "O", "H", "H", "O", "H", "H", "O", "H", "H", "O", "H", "H", "O"], "positions_angstrom": [[3.0270, -0.9125, 0.5299], [1.7657, -0.5491, -0.1526], [0.5396, -1.0438, 0.6672], [-0.2572, -2.1168, -0.0089], [-0.7783, -3.2037, 0.5309], [-1.8014, -1.7008, -1.7863], [-0.6257, -2.0603, -1.4119], [3.1991, -2.0075, 0.4616], [3.8779, -0.4275, -0.0742], [3.2114, -0.6087, 1.5867], [1.7301, 0.5842, -0.2316], [1.8061, -0.8512, -1.2572], [0.8661, -1.4623, 1.6439], [0.1129, -0.0252, 0.9469], [-1.3491, -4.0404, 0.1961], [-0.4399, -3.6416, 1.5151], [-1.9382, -1.6133, -2.8987], [-2.6797, -1.5989, -1.1324], [1.5353, 2.7991, -0.1264], [3.0937, 3.0874, 0.0346], [2.4589, 2.7004, -0.5720], [0.4066, 0.5145, 4.5605], [1.3413, 0.3466, 3.2522], [0.3931, 0.2304, 3.6280], [-1.1944, 0.4377, -3.3597], [-0.6133, 1.5459, -2.6723], [-1.4818, 1.0676, -2.7960], [-1.5037, -1.6899, 2.5476], [-1.2262, -0.3712, 3.3467], [-1.8926, -0.9546, 2.9050], [-2.2095, 0.7789, 2.2586], [-2.4402, 1.9358, 1.4225], [-1.9285, 1.6642, 2.1791], [-2.4039, 1.1113, -1.2164], [-3.7943, 1.8635, -0.7054], [-3.1014, 1.2731, -0.4738], [1.7386, 1.9527, -2.0412], [1.5269, 1.0375, -3.2196], [1.0912, 1.7211, -2.7043], [-0.7443, 2.7777, 0.0922], [0.0751, 3.2594, 1.3480], [0.0347, 3.2417, 0.3306], [-0.1863, 4.0556, 3.4281], [-0.4055, 2.5006, 3.0358], [0.1756, 3.3434, 2.8944], [1.5475, -3.2159, -1.9442], [3.0690, -2.9843, -1.8969], [2.3335, -3.1190, -2.5657], [2.0551, -1.0295, -4.6572], [1.9948, -1.4624, -3.2150], [2.1610, -0.6571, -3.8041], [-3.8692, -1.2827, 1.1767], [-4.0686, -0.1363, 0.1828], [-4.2349, -1.0638, 0.2221]], "forces_ev_per_angstrom": [[3.129, -0.178, -0.922], [-0.603, 1.519, -1.036], [0.840, 1.085, -0.027], [-2.622, -0.267, -1.574], [1.452, -2.081, 3.862], [1.252, -1.043, -0.644], [-0.037, 2.257, -0.131], [-0.012, 0.420, 0.290], [-0.910, -0.737, 0.973], [-0.631, -0.068, -0.644], [-0.061, -1.472, 0.158], [-0.335, 0.046, 1.755], [-0.040, 0.093, -0.609], [-0.951, -1.757, -0.484], [-0.564, 0.293, -1.665], [-0.030, 1.413, -0.350], [-0.109, -0.280, 1.112], [0.381, 0.360, 0.018], [1.313, 0.210, -0.826], [0.037, 0.029, -0.059], [-1.161, -0.014, 0.858], [0.399, -0.105, -0.550], [-2.466, -0.192, 1.118], [2.435, 0.619, -0.158], [1.004, -3.574, -2.854], [-0.462, -0.129, 0.202], [-0.661, 3.815, 2.971], [1.890, -2.694, -1.370], [-0.254, -1.327, -0.805], [-1.996, 3.508, 1.981], [-0.329, -2.201, 0.356], [-0.217, 0.476, -0.731], [0.514, 1.745, 0.286], [-1.818, 0.590, 0.794], [-0.497, 0.836, -1.045], [2.395, -0.884, -0.088], [0.429, 0.539, 0.565], [0.051, -0.574, -0.336], [-0.427, 0.158, -0.427], [-1.084, -0.763, -0.339], [-0.264, 0.240, -1.383], [1.204, 0.626, 1.260], [-0.203, -0.083, -0.022], [0.954, 2.063, -0.345], [-0.757, -2.118, 0.862], [0.929, 0.151, -1.254], [-1.012, -0.224, -1.317], [-0.138, 0.014, 2.694], [-0.070, -0.368, -1.449], [0.454, 1.146, -0.859], [-0.295, -0.682, 2.011], [-1.114, 0.458, -2.846], [0.440, 1.298, -0.436], [0.627, -2.193, 3.458]]}

(3)
{"formula": "C32H23HfN8O7PSe2", "method": "ωB97M-V/def2-TZVPD", "homo_energy_ev": -13.8566, "energy_ev": -201082.973, "charge": 2, "spin_multiplicity": 1, "fmax_ev_per_a": 0.77, "homo_lumo_gap_ha": 0.2431, "species": ["Hf", "N", "C", "N", "C", "N", "N", "C", "C", "C", "C", "C", "C", "N", "C", "C", "C", "C", "C", "C", "H", "H", "H", "H", "H", "H", "H", "H", "H", "H", "H", "Se", "P", "Se", "C", "C", "C", "C", "C", "C", "C", "C", "C", "C", "C", "C", "H", "H", "H", "H", "H", "H", "H", "H", "H", "H", "O", "N", "O", "C", "C", "C", "C", "O", "C", "C", "N", "O", "O", "N", "O", "O", "H", "H"], "positions_angstrom": [[0.0483, 1.3727, -0.3537], [1.3808, -0.3385, -4.4070], [1.4638, 0.1816, -3.1999], [0.5454, 0.9487, -2.6546], [-0.5484, 1.3001, -3.4420], [-1.3392, 2.2596, -3.0892], [-0.9461, 2.7413, -1.8394], [-1.1541, 3.9726, -1.5802], [-0.8041, 4.4462, -0.2336], [-0.7525, 5.7917, 0.0537], [-0.4376, 6.1585, 1.3626], [-0.1969, 5.1704, 2.2947], [-0.2260, 3.8332, 1.9051], [-0.5083, 3.4679, 0.6529], [-0.8008, 0.5833, -4.6855], [-1.9912, 0.7041, -5.4070], [-2.1327, 0.0247, -6.5984], [-1.0918, -0.7691, -7.0873], [0.0920, -0.9036, -6.3894], [0.2177, -0.2243, -5.1850], [2.1534, -0.8958, -4.7421], [2.3618, -0.0502, -2.6402], [-1.5746, 4.6338, -2.3327], [-0.9749, 6.5276, -0.7046], [-0.3968, 7.2025, 1.6418], [0.0239, 5.4123, 3.3238], [-0.0436, 3.0318, 2.6069], [-2.7794, 1.3332, -5.0201], [-3.0500, 0.1100, -7.1617], [-1.2130, -1.2907, -8.0265], [0.8935, -1.5226, -6.7679], [0.9949, -1.2351, -0.3352], [-1.0649, -1.5855, 0.3312], [-2.2907, 0.1135, -0.3199], [-1.1274, -1.7746, 2.1113], [-0.2142, -2.6492, 2.7103], [-0.3004, -2.9088, 4.0649], [-1.2908, -2.2975, 4.8271], [-2.1932, -1.4270, 4.2366], [-2.1181, -1.1656, 2.8759], [-1.6340, -3.0898, -0.4620], [-3.0059, -3.2577, -0.6490], [-3.4924, -4.4568, -1.1426], [-2.6129, -5.4880, -1.4442], [-1.2481, -5.3198, -1.2563], [-0.7531, -4.1228, -0.7678], [0.5619, -3.1269, 2.1223], [0.4042, -3.5851, 4.5283], [-1.3534, -2.4958, 5.8880], [-2.9538, -0.9469, 4.8354], [-2.8207, -0.4791, 2.4214], [-3.7045, -2.4652, -0.4125], [-4.5556, -4.5866, -1.2879], [-2.9928, -6.4254, -1.8265], [-0.5686, -6.1273, -1.4914], [0.3154, -4.0074, -0.6323], [5.4481, -0.6358, 5.0889], [5.4630, -0.3221, 3.9209], [6.4272, -0.2958, 3.1877], [4.1812, 0.1199, 3.3349], [4.1582, 0.5573, 2.0369], [2.9308, 0.9730, 1.5163], [1.6925, 0.9089, 2.2249], [0.5383, 1.0672, 1.6779], [1.8389, 0.5009, 3.5794], [3.0316, 0.0924, 4.1220], [0.6698, 0.5349, 4.4857], [-0.1863, 1.3693, 4.2558], [0.6745, -0.2344, 5.4140], [2.9612, 1.4086, 0.1520], [3.8165, 1.1002, -0.6138], [2.0162, 2.2064, -0.1968], [5.0616, 0.5877, 1.4441], [3.0774, -0.2410, 5.1507]], "forces_ev_per_angstrom": [[-0.357, -0.366, 0.196], [0.012, 0.044, 0.082], [0.103, -0.084, 0.105], [-0.146, 0.024, 0.212], [-0.407, 0.041, -0.399], [0.360, 0.086, 0.431], [-0.300, 0.158, -0.194], [0.006, 0.033, 0.133], [-0.031, 0.000, -0.583], [-0.140, -0.168, 0.407], [-0.001, 0.062, -0.075], [0.014, -0.141, 0.017], [-0.100, 0.075, -0.023], [0.155, 0.057, -0.124], [0.205, 0.051, -0.026], [0.072, -0.008, 0.001], [0.056, -0.002, 0.037], [-0.029, -0.020, -0.049], [-0.130, 0.100, 0.070], [0.035, -0.052, -0.010], [-0.014, -0.014, -0.058], [-0.048, 0.045, 0.007], [-0.010, 0.017, 0.028], [-0.013, 0.009, -0.038], [0.009, 0.007, 0.009], [-0.006, 0.008, 0.025], [0.022, 0.018, 0.061], [-0.021, 0.010, 0.002], [-0.028, 0.002, -0.021], [-0.008, -0.001, -0.011], [0.048, -0.022, 0.001], [0.152, -0.029, 0.053], [0.271, -0.156, -0.053], [-0.006, 0.191, 0.020], [-0.043, -0.079, 0.149], [0.040, -0.004, -0.060], [-0.065, -0.004, -0.005], [-0.038, -0.052, -0.027], [0.032, -0.041, -0.021], [0.011, 0.054, -0.053], [-0.289, 0.022, 0.042], [-0.064, -0.045, 0.004], [0.066, -0.023, -0.005], [-0.022, 0.044, 0.012], [-0.043, -0.075, -0.040], [0.132, 0.005, 0.015], [-0.025, 0.013, -0.016], [0.009, -0.010, 0.017], [0.015, -0.002, 0.014], [-0.022, 0.017, 0.002], [-0.007, -0.015, -0.009], [0.025, 0.052, 0.020], [-0.015, 0.002, -0.003], [-0.001, -0.015, -0.005], [0.027, 0.008, 0.002], [-0.019, 0.048, 0.018], [-0.016, -0.092, -0.140], [0.119, 0.312, 0.048], [-0.082, -0.118, 0.073], [0.011, -0.038, -0.151], [-0.166, -0.119, 0.384], [0.282, -0.095, -0.420], [0.218, -0.304, 0.183], [0.053, 0.358, -0.336], [-0.127, 0.135, 0.069], [-0.046, 0.114, -0.173], [0.071, 0.111, -0.196], [0.077, -0.063, 0.025], [0.005, 0.021, 0.072], [-0.123, 0.013, 0.759], [0.071, 0.075, 0.050], [0.198, -0.185, -0.528], [0.015, -0.003, 0.016], [0.010, 0.003, -0.017]]}